The following is a quantum chemistry calculation of a molecular structure, C43H56N4OPd, from OMol25.

Results
LUMO energy, eV: 4.63
Energy above the lowest of the compared OMol25 structures with the same formula, charge and spin, kJ/mol: 101.09
Orbital gap, Ha: 0.16649
Maximum force, eV/A: 1.144
Total charge: -2
HOMO energy, eV: 0.098

Positions of all 105 atoms, in Å:
1 Pd 0.409 -0.766 -0.428
2 C 2.864 -2.720 1.810
3 C 3.767 -2.393 0.648
4 C 4.914 -3.157 0.461
5 C 5.780 -2.949 -0.604
6 C 5.453 -1.970 -1.531
7 C 4.304 -1.200 -1.393
8 C 3.903 -0.288 -2.529
9 C 3.467 -1.346 -0.253
10 N 2.402 -0.491 -0.024
11 C 2.686 0.902 -0.083
12 C 4.032 1.369 0.425
13 C 1.766 1.802 -0.482
14 C 2.192 3.259 -0.577
15 N 0.522 1.387 -1.001
16 C -0.441 2.353 -1.218
17 C -0.867 3.287 -0.244
18 C -0.440 3.106 1.187
19 C -1.678 4.361 -0.600
20 C -2.152 4.520 -1.893
21 C -1.843 3.537 -2.829
22 C -1.020 2.465 -2.510
23 C -0.699 1.433 -3.552
24 H 3.443 -2.787 2.735
25 H 2.377 -3.687 1.655
26 H 2.079 -1.977 1.938
27 H 5.131 -3.936 1.188
28 H 6.679 -3.544 -0.714
29 H 6.076 -1.826 -2.411
30 H 4.034 -0.815 -3.480
31 H 4.512 0.620 -2.570
32 H 2.862 0.018 -2.441
33 H 4.651 0.524 0.731
34 H 3.924 2.020 1.301
35 H 4.601 1.938 -0.322
36 H 2.977 3.392 -1.333
37 H 2.598 3.634 0.368
38 H 1.364 3.906 -0.859
39 H -0.213 2.057 1.383
40 H -1.238 3.420 1.867
41 H 0.451 3.693 1.430
42 H -1.961 5.070 0.174
43 H -2.790 5.357 -2.155
44 H -2.230 3.611 -3.841
45 H -0.863 1.830 -4.558
46 H -1.336 0.556 -3.427
47 H 0.331 1.090 -3.443
48 C -4.689 0.806 1.488
49 C -3.777 1.061 0.287
50 C -4.020 2.471 -0.259
51 C -3.951 0.022 -0.822
52 C -5.162 0.061 -1.508
53 C -5.363 -0.676 -2.656
54 C -4.319 -1.462 -3.112
55 C -3.101 -1.584 -2.439
56 C -2.182 -2.650 -3.026
57 C -2.275 -3.923 -2.173
58 C -0.752 -2.232 -3.356
59 C -2.918 -0.855 -1.239
60 N -1.752 -0.884 -0.426
61 C -2.013 -1.169 0.829
62 C -1.330 -0.907 2.041
63 C -1.935 -1.234 3.280
64 C -1.092 -0.742 4.261
65 C -0.003 -0.143 3.559
66 N -0.140 -0.253 2.245
67 C 1.199 0.555 4.167
68 C 1.262 2.015 3.706
69 C 1.124 0.516 5.695
70 C 2.497 -0.120 3.708
71 H -4.549 1.588 2.238
72 H -4.481 -0.152 1.964
73 H -5.741 0.813 1.182
74 H -2.745 1.040 0.634
75 H -5.073 2.628 -0.514
76 H -3.416 2.656 -1.147
77 H -3.740 3.213 0.492
78 H -5.944 0.722 -1.151
79 H -6.300 -0.630 -3.197
80 H -4.456 -2.037 -4.021
81 H -2.638 -2.897 -3.988
82 H -1.919 -3.763 -1.159
83 H -1.685 -4.729 -2.620
84 H -3.317 -4.250 -2.112
85 H -0.253 -1.709 -2.536
86 H -0.740 -1.572 -4.227
87 H -0.167 -3.120 -3.602
88 H -2.958 -1.682 1.048
89 H -2.875 -1.752 3.414
90 H -1.238 -0.795 5.331
91 H 0.335 2.549 3.935
92 H 1.426 2.058 2.628
93 H 2.094 2.523 4.206
94 H 0.241 1.046 6.063
95 H 2.013 0.996 6.116
96 H 1.083 -0.511 6.063
97 H 2.520 -0.183 2.617
98 H 2.578 -1.131 4.117
99 H 3.363 0.461 4.045
100 C 1.385 -3.492 -1.348
101 C 0.483 -2.743 -0.362
102 O -0.219 -3.433 0.358
103 H 0.888 -4.421 -1.638
104 H 2.325 -3.742 -0.857
105 H 1.631 -2.887 -2.219

=====

The following is a quantum chemistry calculation of a molecular structure, C43H57CoGeN4OS3SbSi, from OMol25.

Results
2S+1: 4
LUMO energy (alpha / beta), eV: -0.82 / -2.26
Energy above the lowest of the compared OMol25 structures with the same formula, charge and spin, kJ/mol: 276.77
Orbital gap (alpha / beta), Ha: 0.25571 / 0.22684
Maximum force, eV/A: 1.445
HOMO energy (alpha / beta), eV: -7.781 / -8.437

Positions of all 112 atoms, in Å:
1 Co 0.524 0.540 0.518
2 S 0.771 2.693 1.037
3 C 2.279 2.712 1.848
4 C 2.494 3.822 2.711
5 N 2.622 4.730 3.405
6 C 3.232 1.724 1.679
7 S 3.046 0.403 0.617
8 C 4.458 1.768 2.400
9 N 5.454 1.752 2.975
10 N -1.129 -1.563 -0.799
11 N 0.046 -1.418 0.021
12 H -1.309 -2.549 -0.970
13 H -0.938 -1.130 -1.696
14 H 0.875 -1.883 -0.377
15 H -0.144 -1.889 0.901
16 C 1.774 2.019 -6.402
17 C 0.976 1.416 -5.251
18 C 1.815 0.491 -4.374
19 C 1.039 -0.020 -3.162
20 Ge 0.844 1.390 -1.714
21 C -0.680 2.659 -2.107
22 C -2.084 2.044 -2.175
23 C -2.567 1.804 -3.602
24 C -3.977 1.221 -3.639
25 H 1.154 2.695 -6.990
26 H 2.147 1.240 -7.069
27 H 2.626 2.583 -6.020
28 H 0.125 0.855 -5.647
29 H 0.587 2.223 -4.627
30 H 2.708 1.030 -4.039
31 H 2.159 -0.362 -4.968
32 H 1.549 -0.881 -2.736
33 H 0.046 -0.351 -3.482
34 H 2.057 2.294 -2.024
35 H -0.448 3.186 -3.035
36 H -0.627 3.404 -1.311
37 H -2.800 2.706 -1.675
38 H -2.107 1.091 -1.632
39 H -1.876 1.130 -4.117
40 H -2.559 2.755 -4.142
41 H -3.996 0.224 -3.193
42 H -4.344 1.139 -4.662
43 H -4.668 1.854 -3.080
44 C -7.062 2.179 0.988
45 C -6.390 1.562 -0.056
46 C -5.042 1.257 0.077
47 C -4.358 1.572 1.244
48 C -5.038 2.184 2.290
49 C -6.386 2.486 2.162
50 Sb -2.301 0.947 1.473
51 C -2.930 -0.650 2.766
52 C -3.267 -1.853 2.152
53 C -3.749 -2.916 2.903
54 C -3.912 -2.777 4.274
55 C -3.608 -1.569 4.885
56 C -3.114 -0.510 4.135
57 C -1.820 2.468 2.913
58 C -2.159 3.788 2.630
59 C -1.726 4.816 3.453
60 C -0.926 4.537 4.551
61 C -0.571 3.225 4.830
62 C -1.021 2.193 4.019
63 H -8.113 2.418 0.891
64 H -6.911 1.320 -0.974
65 H -4.514 0.764 -0.733
66 H -4.517 2.427 3.208
67 H -6.910 2.964 2.980
68 H -3.165 -1.948 1.076
69 H -3.992 -3.855 2.421
70 H -4.287 -3.604 4.862
71 H -3.758 -1.449 5.950
72 H -2.873 0.427 4.623
73 H -2.755 4.014 1.752
74 H -2.003 5.839 3.230
75 H -0.572 5.339 5.184
76 H 0.072 3.004 5.672
77 H -0.714 1.175 4.221
78 C 4.825 -3.914 -6.947
79 C 4.695 -3.466 -5.518
80 C 4.005 -4.236 -4.586
81 C 3.777 -3.763 -3.303
82 C 4.263 -2.522 -2.938
83 C 4.991 -1.757 -3.837
84 C 5.207 -2.232 -5.119
85 S 3.795 -1.817 -1.341
86 C 5.333 -2.245 -0.479
87 O 2.754 -2.753 -0.819
88 H 4.707 -4.992 -7.042
89 H 5.785 -3.623 -7.371
90 H 4.043 -3.436 -7.541
91 H 3.631 -5.213 -4.864
92 H 3.210 -4.334 -2.579
93 H 5.371 -0.787 -3.537
94 H 5.758 -1.627 -5.828
95 H 5.385 -3.327 -0.383
96 H 5.308 -1.761 0.495
97 H 6.159 -1.863 -1.075
98 C -0.166 -3.512 4.350
99 Si 1.042 -2.081 4.612
100 C 2.832 -2.650 4.407
101 C 0.732 -1.307 6.304
102 C 0.778 -0.848 3.267
103 C 0.664 -0.111 2.301
104 H -0.004 -4.297 5.093
105 H -0.046 -3.959 3.361
106 H -1.199 -3.175 4.439
107 H 3.074 -3.498 5.049
108 H 3.524 -1.839 4.641
109 H 3.011 -2.945 3.372
110 H 1.097 -1.949 7.107
111 H -0.335 -1.145 6.464
112 H 1.234 -0.343 6.395

=====

The following is a quantum chemistry calculation of a molecular structure, C43H58BN14O2Sr, from OMol25.

Results
2S+1: 2
LUMO energy (alpha / beta), eV: 0.27 / -0.62
Orbital gap (alpha / beta), Ha: 0.25643 / 0.22382
Maximum force, eV/A: 0.883
HOMO energy (alpha / beta), eV: -6.712 / -6.708

Positions of all 119 atoms, in Å:
1 Sr 0.198 -0.349 -0.191
2 C -0.297 0.329 3.366
3 C -1.640 0.164 2.747
4 C -2.901 0.176 3.347
5 C -3.771 -0.071 2.311
6 N -3.064 -0.220 1.182
7 N -1.747 -0.071 1.443
8 B -3.655 -0.481 -0.213
9 N -3.490 0.763 -1.115
10 C -3.943 0.863 -2.375
11 C -3.658 2.126 -2.840
12 C -3.003 2.743 -1.762
13 C -2.519 4.148 -1.654
14 N -2.894 1.912 -0.734
15 N -3.040 -1.683 -0.952
16 C -3.709 -2.579 -1.688
17 C -2.800 -3.358 -2.368
18 C -1.557 -2.849 -1.986
19 C -0.206 -3.333 -2.393
20 N -1.707 -1.833 -1.138
21 N -5.152 -0.740 -0.035
22 C -6.164 0.151 -0.122
23 C -7.296 -0.434 0.394
24 C -6.871 -1.712 0.803
25 C -7.669 -2.794 1.453
26 N -5.586 -1.881 0.550
27 H -0.377 0.683 4.393
28 H 0.254 -0.612 3.371
29 H 0.328 1.040 2.825
30 H -3.137 0.335 4.382
31 H -4.840 -0.164 2.298
32 H -4.443 0.037 -2.843
33 H -3.902 2.541 -3.798
34 H -3.353 4.853 -1.622
35 H -1.944 4.278 -0.740
36 H -1.900 4.426 -2.510
37 H -4.780 -2.619 -1.646
38 H -3.000 -4.185 -3.022
39 H -0.229 -4.412 -2.550
40 H 0.128 -2.861 -3.316
41 H 0.541 -3.133 -1.634
42 H -6.005 1.128 -0.534
43 H -8.279 -0.009 0.461
44 H -8.737 -2.625 1.322
45 H -7.420 -3.764 1.026
46 H -7.469 -2.842 2.524
47 C 5.231 0.820 -1.973
48 C 4.104 1.550 -1.240
49 C 3.862 2.901 -1.909
50 C 4.376 1.713 0.246
51 C 5.358 2.618 0.634
52 C 5.622 2.875 1.965
53 C 4.884 2.207 2.929
54 C 3.913 1.284 2.584
55 C 3.187 0.528 3.670
56 C 2.560 1.449 4.711
57 C 4.116 -0.489 4.330
58 C 3.648 1.006 1.226
59 N 2.645 0.077 0.918
60 C 3.102 -0.971 0.169
61 C 2.290 -2.377 0.126
62 C 2.984 -3.642 0.116
63 C 2.215 -4.507 0.808
64 C 1.009 -3.780 1.190
65 N 1.025 -2.544 0.785
66 C -0.165 -4.407 1.903
67 C -0.812 -5.396 0.923
68 C -1.196 -3.363 2.306
69 C 0.329 -5.160 3.144
70 H 5.082 0.865 -3.051
71 H 5.289 -0.229 -1.698
72 H 6.194 1.283 -1.747
73 H 3.186 0.963 -1.338
74 H 4.780 3.485 -1.969
75 H 3.140 3.497 -1.351
76 H 3.503 2.763 -2.929
77 H 5.921 3.139 -0.129
78 H 6.388 3.582 2.249
79 H 5.087 2.395 3.975
80 H 2.396 -0.034 3.168
81 H 3.317 2.002 5.266
82 H 1.983 0.877 5.436
83 H 1.894 2.180 4.252
84 H 4.942 0.008 4.841
85 H 4.541 -1.166 3.590
86 H 3.580 -1.087 5.066
87 H 4.169 -1.178 0.054
88 H 3.936 -3.820 -0.351
89 H 2.435 -5.530 1.045
90 H -1.188 -4.879 0.041
91 H -1.654 -5.889 1.409
92 H -0.108 -6.162 0.601
93 H -1.564 -2.802 1.449
94 H -0.786 -2.655 3.024
95 H -2.051 -3.856 2.773
96 H 1.036 -5.946 2.891
97 H -0.518 -5.624 3.651
98 H 0.812 -4.483 3.848
99 O 2.997 -1.851 -2.105
100 N 2.319 -1.404 -0.971
101 C 0.889 5.099 -2.577
102 N 0.704 3.699 -2.930
103 C 0.656 3.296 -4.249
104 C 0.630 2.001 -4.576
105 C 0.750 0.992 -3.530
106 N 0.601 1.450 -2.218
107 C 0.617 2.718 -1.998
108 O 0.598 3.225 -0.755
109 N 0.954 -0.263 -3.699
110 H 0.969 5.656 -3.509
111 H 1.808 5.219 -2.006
112 H 0.042 5.467 -2.001
113 H 0.637 4.095 -4.974
114 H 0.579 1.703 -5.613
115 H 0.989 -0.467 -4.700
116 H 2.455 -1.405 -2.800
117 C 0.150 2.466 0.298
118 H -0.861 2.084 0.245
119 H 0.639 2.724 1.222

=====

The following is a quantum chemistry calculation of 5 unconnected molecules or ions with the total composition C43H58N2O11, from OMol25.

Results
LUMO energy, eV: -1.44
Orbital gap, Ha: 0.24020
Maximum force, eV/A: 8.480
Structure (SMILES): C=CCc1ccc2c(c1)C(=O)c1c(cc(COCC)c(CNC)c1-c1cccnc1)C2=O.CCOC(C)=O.CCOC(C)=O.CCOC(C)=O.CCOC(C)=O
HOMO energy, eV: -7.971

Positions of all 114 atoms, in Å:
1 C 5.905 3.608 0.648
2 C 5.651 3.250 -0.774
3 C 5.450 1.742 -1.383
4 C 4.034 1.008 -0.886
5 C 3.822 0.911 0.748
6 C 2.440 0.209 1.316
7 C 1.387 -0.376 0.203
8 C 1.573 -0.307 -1.436
9 C 2.933 0.422 -2.001
10 C 0.372 -0.941 -2.413
11 O 0.683 -1.638 -3.519
12 C -1.173 -0.678 -1.870
13 C -1.363 -0.735 -0.219
14 C -2.779 -0.467 0.563
15 C -4.097 -0.124 -0.403
16 C -5.510 0.158 0.419
17 O -5.625 -0.916 1.419
18 C -5.494 -0.417 2.797
19 C -4.598 -1.463 3.746
20 C -3.927 -0.093 -2.035
21 C -5.224 0.259 -2.974
22 N -5.768 -0.899 -3.780
23 C -6.936 -0.285 -4.575
24 C -2.476 -0.376 -2.818
25 C -2.365 -0.354 -4.453
26 C -2.669 1.024 -5.353
27 C -2.527 0.706 -6.977
28 C -2.151 -0.726 -7.650
29 N -1.863 -1.905 -6.784
30 C -1.992 -1.684 -5.316
31 C -0.033 -1.078 0.730
32 O -0.138 -1.821 1.837
33 H 5.113 4.283 1.187
34 H 6.829 3.254 1.295
35 H 5.637 4.153 -1.552
36 H 6.316 1.064 -0.926
37 H 5.500 1.792 -2.568
38 H 4.572 1.331 1.554
39 H 2.242 0.152 2.469
40 H 3.135 0.549 -3.167
41 H -2.818 -0.499 1.732
42 H -6.469 0.100 -0.260
43 H -5.420 1.239 0.859
44 H -6.585 -0.439 3.267
45 H -4.966 0.623 2.901
46 H -3.933 -2.193 3.080
47 H -3.917 -0.852 4.511
48 H -5.287 -2.144 4.431
49 H -6.135 0.683 -2.334
50 H -4.895 1.169 -3.668
51 H -5.095 -1.193 -4.526
52 H -7.146 0.845 -4.258
53 H -7.937 -0.893 -4.384
54 H -6.614 -0.249 -5.701
55 H -2.960 2.058 -4.892
56 H -2.754 1.605 -7.723
57 H -2.101 -0.849 -8.833
58 H -1.785 -2.653 -4.648
59 O 3.739 5.131 2.439
60 C 2.849 5.648 1.766
61 O 3.047 6.848 1.177
62 C 2.158 7.438 0.209
63 C 1.052 8.216 0.896
64 C 1.497 5.007 1.666
65 H 1.775 6.685 -0.485
66 H 2.764 8.128 -0.387
67 H 0.427 7.568 1.513
68 H 0.415 8.711 0.157
69 H 1.475 8.976 1.560
70 H 0.888 5.314 2.521
71 H 1.625 3.920 1.688
72 H 0.973 5.231 0.739
73 O 0.318 -8.020 -4.118
74 C 0.667 -7.210 -3.261
75 O -0.256 -6.569 -2.510
76 C 0.049 -5.767 -1.353
77 C 0.376 -4.342 -1.754
78 C 2.113 -6.846 -3.098
79 H 0.837 -6.227 -0.750
80 H -0.852 -5.766 -0.732
81 H 1.266 -4.296 -2.387
82 H 0.549 -3.723 -0.869
83 H -0.446 -3.909 -2.331
84 H 2.366 -6.052 -3.806
85 H 2.720 -7.730 -3.317
86 H 2.377 -6.539 -2.088
87 O 3.911 -4.326 -0.695
88 C 4.182 -5.151 0.177
89 O 3.427 -6.263 0.325
90 C 3.776 -7.378 1.166
91 C 3.306 -7.150 2.589
92 C 5.291 -4.895 1.153
93 H 4.845 -7.600 1.105
94 H 3.257 -8.250 0.753
95 H 3.791 -6.280 3.038
96 H 3.520 -8.025 3.210
97 H 2.229 -6.958 2.610
98 H 4.909 -4.294 1.983
99 H 6.083 -4.337 0.641
100 H 5.758 -5.801 1.535
101 O -1.189 6.720 3.811
102 C -0.918 5.895 4.683
103 O -1.673 4.783 4.831
104 C -1.324 3.668 5.672
105 C -1.794 3.896 7.095
106 C 0.191 6.151 5.659
107 H -0.255 3.446 5.611
108 H -1.843 2.796 5.259
109 H -1.309 4.766 7.544
110 H -1.580 3.021 7.716
111 H -2.871 4.088 7.116
112 H -0.191 6.752 6.489
113 H 0.983 6.709 5.147
114 H 0.658 5.245 6.041